ORCA calculation (ωB97M-V/def2-TZVPD) on C16H16N2O4 in the gas phase in a non-equilibrium geometry.

Element x y z (Å)
C1 -0.5155 1.9078 4.1999
O1 -0.3102 1.7052 2.8194
C2 0.5430 0.7209 2.4197
C3 1.2279 -0.1294 3.2764
C4 2.0672 -1.1031 2.7670
C5 2.2157 -1.2253 1.3938
N1 3.0827 -2.2455 0.8707
O2 3.6782 -2.9392 1.6715
O3 3.1692 -2.3587 -0.3322
C6 1.5419 -0.3839 0.5131
C7 0.7055 0.5953 1.0178
N2 -0.0164 1.4777 0.2245
C8 -0.0123 1.6021 -1.1399
O4 0.7114 0.9779 -1.8755
C9 -1.0404 2.6079 -1.6264
C10 -2.4642 2.0674 -1.4024
C11 -2.5997 0.7095 -2.0363
C12 -2.8642 0.5937 -3.3943
C13 -2.9295 -0.6500 -3.9955
C14 -2.7261 -1.7949 -3.2447
C15 -2.4640 -1.6895 -1.8900
C16 -2.4026 -0.4444 -1.2902
H1 -0.9518 1.0234 4.6725
H2 -1.2157 2.7383 4.2725
H3 0.4163 2.1742 4.7062
H4 1.1146 -0.0417 4.3444
H5 2.6056 -1.7696 3.4218
H6 1.6740 -0.4945 -0.5518
H7 -0.6224 2.0906 0.7531
H8 -0.8721 2.7587 -2.6929
H9 -0.9111 3.5604 -1.1082
H10 -2.6764 2.0004 -0.3328
H11 -3.1775 2.7642 -1.8472
H12 -3.0188 1.4858 -3.9847
H13 -3.1348 -0.7256 -5.0532
H14 -2.7698 -2.7662 -3.7141
H15 -2.3024 -2.5787 -1.2988
H16 -2.1986 -0.3717 -0.2304

The LUMO energy is -0.007 hartree. As for the SMILES: COc1ccc([N+](=O)[O-])cc1NC(=O)CCc1ccccc1. Its total charge is 0. The value obtained for the gap between HOMO and LUMO is 0.31504 Ha.

ORCA calculation (ωB97M-V/def2-TZVPD) on a molecular structure, C3H7BrClN in a non-equilibrium geometry.

Element x y z (Å)
C1 0.2906 2.0574 -0.7428
C2 -0.4101 0.4633 1.0914
C3 0.2111 0.6479 -0.2332
N1 4.0864 -0.3731 -0.7139
Cl1 4.4302 -1.9783 -0.3816
Br1 2.6754 0.2707 0.2223
H1 -0.7878 2.1999 -0.8382
H2 0.6175 2.7586 0.0700
H3 1.0513 2.2422 -1.5096
H4 -1.3225 0.1196 1.0894
H5 -0.2790 1.3778 1.7050
H6 0.0826 -0.3449 1.5864
H7 0.0197 -0.1026 -1.0039

The LUMO energy (alpha / beta) is -0.036 / -0.004 hartree. Its total charge is 0. The value obtained for the gap between HOMO and LUMO (alpha / beta) is 0.23586 / 0.32531 Ha.

ORCA calculation (ωB97M-V/def2-TZVPD) on C20H14FN3S in the gas phase in a non-equilibrium geometry.

Element x y z (Å)
F1 -3.6721 -0.1970 6.9469
C1 -3.1036 -0.2786 5.7202
C2 -1.9652 -1.0622 5.6257
C3 -1.3882 -1.4353 4.4218
C4 -1.9265 -0.9586 3.2265
C5 -1.2914 -1.1768 1.9368
C6 -0.6289 -2.3722 1.6853
S1 -0.0105 -2.3999 0.0393
C7 -0.3913 -0.7145 -0.2955
C8 -0.0086 0.1818 -1.4134
C9 0.6545 -0.1495 -2.6580
C10 0.0476 -1.2220 -3.2920
N1 0.3040 -1.5972 -4.5560
C11 1.3796 -0.9291 -5.0905
N2 2.0262 0.0463 -4.5782
C12 1.7425 0.4319 -3.2908
C13 2.7665 1.2413 -2.5245
C14 4.2897 0.9663 -2.6343
C15 3.6703 2.1922 -3.2424
C16 -0.4487 1.5388 -1.2702
C17 -1.0410 1.9891 -0.0804
N3 -1.3612 1.1504 0.9349
C18 -0.9943 -0.1890 0.8839
C19 -3.0040 -0.0829 3.2894
C20 -3.5188 0.3195 4.5784
H1 -1.5297 -1.5982 6.5354
H2 -0.5631 -2.0769 4.5315
H3 -0.5739 -3.1484 2.3982
H4 -0.7017 -1.8919 -2.7070
H5 1.7022 -1.2512 -6.1094
H6 2.4960 1.6105 -1.5487
H7 4.9243 1.1358 -1.7235
H8 4.6113 0.1201 -3.3779
H9 3.3561 2.2661 -4.3065
H10 3.7520 3.2335 -2.8750
H11 -0.3852 2.0731 -2.1083
H12 -1.2849 2.9978 -0.0580
H13 -3.5004 0.3160 2.3736
H14 -4.4297 0.9208 4.6129

The LUMO energy is -0.010 hartree. As for the SMILES: Fc1ccc(-c2csc3c(-c4cncnc4C4CC4)ccnc23)cc1. Its total charge is 0. The value obtained for the gap between HOMO and LUMO is 0.29708 Ha.